C3H8O2 | ωB97M-V with the def2-TZVPD basis set

Geometry as XYZ:
```
13
Properties=species:S:1:pos:R:3:forces:R:3
C -1.631504 -0.448974 0.154922 -3.3 -2.9 3.8
C 0.149331 0.826790 -0.450779 -0.2 0.5 1.5
C 1.383949 0.283773 0.297201 0.9 -1.7 1.1
H -1.790980 -1.911359 0.113922 0.1 4.6 0.4
H -1.132290 -0.161568 1.336064 -1.8 -0.9 -3.5
H -2.919326 0.162361 0.046188 4.1 -1.9 0.3
H 0.503579 1.272739 -1.339813 0.4 0.4 -1.1
H -0.413398 1.603000 0.110467 0.5 -0.3 -0.1
H 1.358579 -0.116247 1.420236 -0.7 1.6 -2.0
H 2.234091 0.971604 0.160177 -0.7 0.3 0.6
H 1.142946 -1.440936 -0.605881 0.0 0.1 0.0
O -0.767683 -0.189613 -0.831636 0.8 0.6 -0.5
O 1.882707 -0.851570 -0.411072 -0.2 -0.3 -0.4
```
Forces are in eV/Å.

Gap between HOMO and LUMO = 10.64 eV
E_tot = -7331.40734 eV

***

C47H57BCuGeN2O9P2 | ωB97M-V with the def2-TZVPD basis set

Geometry as XYZ:
```
120
Properties=species:S:1:pos:R:3:forces:R:3
Cu 0.647172 -0.039071 0.276682 0.1 -0.4 -0.1
O 1.371620 1.196544 3.137496 0.1 0.1 0.0
P -0.101514 0.541167 3.021654 -0.1 0.0 0.0
O -0.692138 0.417963 4.366178 0.0 0.0 -0.1
O -0.018785 -0.677246 2.115626 0.1 0.2 0.1
O -0.911563 1.699498 2.178208 0.0 0.0 0.1
P -0.453531 2.604436 0.900397 0.2 -0.2 0.0
O -1.608682 2.277238 -0.154227 0.0 0.0 0.0
O -0.440463 4.038987 1.225521 0.0 0.0 0.0
O 0.848531 1.952417 0.400937 -0.3 0.2 0.1
H 1.657800 1.503018 2.257337 -0.1 -0.1 0.0
H -1.648083 1.326006 -0.396664 0.1 0.1 0.1
C 2.207792 -4.670962 -1.215259 0.0 0.0 0.0
C 1.717869 -3.605687 -0.232617 0.0 0.0 0.0
C 0.288674 -3.891567 0.226027 0.0 0.0 0.1
C 2.653564 -3.479963 0.952078 0.0 -0.1 0.0
C 2.706767 -4.505652 1.893403 0.0 0.0 0.0
C 3.520304 -4.418216 3.009001 0.0 0.0 0.0
C 4.281395 -3.278700 3.212766 0.0 0.0 0.0
C 4.259489 -2.232558 2.297817 0.0 0.0 0.0
C 5.050356 -0.970509 2.592821 -0.1 0.0 0.0
C 4.499940 -0.265699 3.835083 0.0 0.0 0.0
C 6.546077 -1.256444 2.731576 0.0 0.0 0.0
C 3.463379 -2.359249 1.149290 0.1 0.2 0.0
N 3.524847 -1.323007 0.171238 0.0 -0.1 -0.1
B 2.607139 -0.239246 -0.110879 0.0 0.0 -0.1
N 3.390992 0.620958 -0.990091 0.2 0.0 0.0
C 4.604831 -0.010002 -1.275295 0.0 0.1 0.0
C 4.693447 -1.158338 -0.581599 0.0 0.0 0.1
C 3.141389 1.905217 -1.578640 0.1 -0.1 0.0
C 3.783967 3.057274 -1.086277 0.0 0.0 0.0
C 3.625390 4.245297 -1.796478 0.0 0.0 0.0
C 2.853927 4.317237 -2.943883 0.0 0.0 0.0
C 2.188245 3.188361 -3.376053 -0.1 0.0 0.0
C 2.304450 1.978103 -2.695729 -0.1 0.1 -0.1
C 1.487610 0.797762 -3.189479 0.0 0.0 0.0
C 0.038764 1.207225 -3.480610 0.1 0.0 0.1
C 2.133065 0.162359 -4.422335 0.0 -0.1 0.0
C 4.612086 3.166040 0.193716 0.0 -0.1 -0.1
C 3.875260 2.721589 1.452821 -0.1 0.0 0.1
C 6.010907 2.542517 0.117841 0.0 0.0 0.0
H 1.534739 -4.727544 -2.074623 0.0 0.0 0.0
H 2.238531 -5.656892 -0.739602 0.0 0.0 0.0
H 3.212610 -4.441422 -1.579838 0.0 0.0 0.0
H 1.708317 -2.650391 -0.757329 0.0 0.0 0.0
H 0.226558 -4.840025 0.769195 0.0 0.0 0.0
H -0.372428 -3.940062 -0.639949 0.0 0.0 0.0
H -0.069929 -3.100660 0.890898 0.0 0.0 0.0
H 2.084369 -5.382167 1.753370 0.0 0.0 0.0
H 3.538123 -5.223358 3.734734 0.0 0.0 0.0
H 4.886428 -3.188829 4.108677 0.0 0.0 0.0
H 4.923247 -0.291173 1.751975 0.0 0.0 0.0
H 4.589686 -0.903319 4.719978 0.0 0.0 0.0
H 3.448007 -0.003027 3.709017 0.0 0.0 0.0
H 5.057267 0.656338 4.025403 0.0 0.0 0.0
H 6.750956 -1.881667 3.605948 0.0 0.0 0.0
H 7.101191 -0.322111 2.852320 0.0 0.0 0.0
H 6.935650 -1.773454 1.851158 0.0 0.0 0.0
H 5.318073 0.426008 -1.957180 0.0 0.0 0.0
H 5.498439 -1.876299 -0.547038 0.0 0.0 0.0
H 4.101594 5.142515 -1.416022 0.0 0.0 0.0
H 2.741042 5.258768 -3.469094 0.0 0.0 0.0
H 1.539617 3.244226 -4.242343 0.0 0.0 0.0
H 1.464177 0.039920 -2.406832 0.0 0.0 0.0
H -0.036846 1.735174 -4.437970 0.0 0.0 0.0
H -0.353456 1.860965 -2.698359 0.0 -0.1 0.0
H -0.595624 0.321492 -3.519474 0.0 -0.1 0.0
H 2.198948 0.889285 -5.238701 0.0 0.0 0.0
H 1.536218 -0.686539 -4.767296 0.0 0.0 0.0
H 3.142657 -0.194734 -4.202873 0.0 0.0 0.0
H 4.768593 4.242115 0.308844 0.0 0.0 0.0
H 3.693828 1.646623 1.458176 0.0 0.0 0.0
H 2.914795 3.231638 1.531440 0.0 0.0 0.0
H 4.469865 2.964997 2.338636 0.0 0.0 0.0
H 5.975241 1.462345 0.259478 0.0 0.0 0.0
H 6.641218 2.961690 0.908319 0.0 0.0 0.0
H 6.490851 2.745081 -0.843394 0.0 0.0 0.0
O -1.034535 -1.928074 -2.194193 0.1 0.1 0.0
C -1.614157 -1.483128 -1.198541 0.0 0.1 0.0
O -1.284180 -0.455891 -0.514319 0.2 0.1 -0.1
C -2.835852 -2.267201 -0.697549 0.0 0.0 0.1
C -3.619408 -1.633964 0.449081 0.1 0.0 -0.1
Ge -4.915340 -0.229566 0.059193 -0.1 0.1 0.0
C -5.244061 0.589797 1.801333 0.0 0.0 0.1
C -4.107108 1.194604 2.346554 0.0 0.0 0.0
C -4.101055 1.699083 3.640226 0.0 0.0 -0.1
C -5.254717 1.622776 4.408175 0.0 0.0 0.0
C -6.396213 1.027306 3.885763 0.0 0.0 0.0
C -6.387474 0.504815 2.596995 0.0 0.0 0.0
C -6.530856 -0.991262 -0.783803 -0.1 -0.1 0.0
C -7.831709 -0.598626 -0.461576 0.0 0.1 -0.1
C -8.937403 -1.121799 -1.122935 0.0 0.0 0.0
C -8.767228 -2.053801 -2.136332 0.0 0.0 0.0
C -7.482761 -2.447319 -2.487001 0.0 0.0 0.0
C -6.384651 -1.919553 -1.819766 0.0 -0.1 0.0
C -4.315569 1.141054 -1.188519 0.0 0.1 -0.1
C -4.507842 2.492598 -0.911395 -0.1 0.0 -0.1
C -4.089579 3.469616 -1.806002 0.0 0.0 0.0
C -3.465357 3.106200 -2.989463 0.0 0.0 0.0
C -3.261379 1.763048 -3.278579 -0.1 0.0 0.0
C -3.687609 0.790074 -2.385827 0.0 0.0 0.0
H -2.421002 -3.224446 -0.370123 0.0 0.0 0.0
H -3.446843 -2.510776 -1.568399 0.0 0.0 0.0
H -2.905008 -1.201201 1.153481 0.0 0.0 0.0
H -4.197884 -2.384223 0.996699 0.0 -0.1 0.0
H -3.189273 1.260126 1.772033 0.0 0.0 0.0
H -3.181454 2.111963 4.036783 0.0 0.0 0.0
H -5.258196 2.007866 5.421226 0.0 0.0 0.0
H -7.293043 0.949058 4.490279 0.0 0.0 0.0
H -7.279084 0.005145 2.238475 0.0 0.0 0.0
H -7.997484 0.150930 0.302336 0.0 0.0 0.0
H -9.933202 -0.792963 -0.848164 0.0 0.0 0.0
H -9.626416 -2.464328 -2.653728 0.0 0.0 0.0
H -7.331496 -3.165167 -3.284758 0.0 0.0 0.0
H -5.395955 -2.241770 -2.123851 0.0 0.0 0.0
H -4.955593 2.792229 0.029926 0.0 0.0 0.0
H -4.215266 4.516627 -1.556737 0.0 0.0 0.0
H -3.108817 3.868521 -3.672216 0.0 0.0 0.0
H -2.744873 1.472295 -4.185344 0.0 0.0 0.0
H -3.487926 -0.251336 -2.618429 0.0 0.0 0.0
```
Forces are in eV/Å.

Gap between HOMO and LUMO (alpha / beta) = 6.91 / 7.34 eV
Multiplicity = 2
E_tot = -191495.45596 eV
Charge = -2
⟨S²⟩ = 0.75

***

For the records above, the corresponding relative energy (zero: lowest compared OMol25 entry of this formula, charge and spin) values read 4.643 0.000 eV.